Entry 1:
{"formula": "C10H13N2", "method": "wB97M-V/def2-TZVPD", "e_above_lowest_kcal_mol": 72.3, "charge": 1, "energy_ev": -13552.1970, "homo_ev": -12.5, "orbital_gap_ha": 0.30739, "species": ["C", "C", "C", "C", "C", "C", "C", "C", "C", "C", "N", "N", "H", "H", "H", "H", "H", "H", "H", "H", "H", "H", "H", "H", "H"], "coordinates": [[-2.87, -1.36, -0.26], [-2.98, 0.07, -0.09], [-1.63, -2.03, -0.13], [-1.75, 0.85, 0.16], [-0.51, -1.21, -0.04], [-0.62, 0.12, 0.12], [1.77, -0.80, 0.01], [-1.84, 2.35, 0.38], [3.20, -1.22, 0.05], [1.99, 1.65, -0.30], [0.76, -1.73, 0.08], [1.40, 0.41, -0.16], [-3.78, -1.90, -0.48], [-3.89, 0.55, -0.05], [-1.40, -3.03, -0.25], [-0.98, 2.64, 0.86], [-2.11, 2.86, -0.51], [-2.65, 2.47, 1.19], [3.27, -2.22, 0.41], [3.54, -1.08, -1.00], [3.71, -0.64, 0.78], [1.92, 2.14, 0.71], [2.97, 1.54, -0.64], [1.37, 2.30, -0.86], [1.11, -2.73, 0.03]], "lowdin_charge": [-0.010, 0.035, 0.026, -0.202, -0.256, 0.149, -0.314, -0.006, 0.046, -0.044, 0.144, 0.069, 0.113, 0.088, 0.096, 0.037, 0.085, 0.134, 0.080, 0.126, 0.091, 0.131, 0.085, 0.090, 0.206]}

***

Entry 2:
{"formula": "C30H42F3I3N2O7SSi", "method": "wB97M-V/def2-TZVPD", "charge": 0, "energy_ev": -100264.1125, "smiles": "CC[C@H](C)[C@]1(N=C(C)C)[C@](C(=O)NC(=O)F)(/C(I)=C(/C)I)C(=O)O[C@]1(I)C(F)(F)CC[Si](C)(C)c1ccccc1.CCOS(C)(=O)=O", "homo_ev": -8.5, "orbital_gap_ha": 0.29205, "species": ["C", "C", "C", "C", "C", "N", "C", "C", "C", "C", "C", "O", "N", "C", "O", "F", "C", "I", "C", "C", "I", "C", "O", "O", "C", "I", "C", "F", "F", "C", "C", "Si", "C", "C", "C", "C", "C", "C", "C", "C", "H", "H", "H", "H", "H", "H", "H", "H", "H", "H", "H", "H", "H", "H", "H", "H", "H", "H", "H", "H", "H", "H", "H", "H", "H", "H", "H", "H", "H", "H", "H", "H", "H", "H", "O", "S", "O", "O", "C", "C", "C", "H", "H", "H", "H", "H", "H", "H", "H"], "coordinates": [[0.62, 3.72, 0.37], [0.56, 2.71, -0.89], [1.60, 1.53, -0.77], [3.04, 2.23, -0.86], [1.41, 0.22, -1.63], [2.37, -0.31, -2.59], [3.64, -0.44, -2.50], [4.52, -1.51, -1.75], [4.56, 0.51, -3.40], [0.04, 0.01, -2.51], [0.11, -0.94, -3.79], [-0.52, -1.97, -3.86], [0.81, -0.59, -5.03], [0.29, -1.38, -6.12], [0.80, -2.40, -6.47], [-0.82, -0.98, -6.84], [-0.80, 1.16, -3.16], [-2.97, 1.26, -2.89], [-0.35, 2.20, -3.95], [-1.32, 3.28, -4.59], [1.71, 2.50, -4.38], [-0.82, -0.75, -1.41], [-1.84, -1.37, -1.41], [-0.16, -0.71, -0.15], [1.24, -0.94, -0.50], [1.07, -3.05, -1.22], [2.18, -1.15, 0.75], [3.24, -0.26, 0.94], [2.82, -2.42, 0.70], [1.43, -1.28, 2.15], [0.68, -0.01, 2.67], [1.60, 0.95, 4.07], [2.33, -0.27, 5.36], [2.88, 2.21, 3.43], [0.20, 1.93, 4.96], [-1.10, 2.23, 4.29], [-2.17, 3.00, 4.94], [-2.00, 3.51, 6.31], [-0.75, 3.19, 7.02], [0.32, 2.41, 6.36], [-0.35, 3.71, 0.93], [1.42, 3.39, 1.09], [0.84, 4.77, 0.01], [-0.47, 2.25, -0.79], [0.67, 3.36, -1.79], [1.54, 1.34, 0.35], [3.18, 2.80, -1.81], [3.88, 1.50, -0.66], [3.16, 3.00, -0.04], [4.01, -2.49, -1.60], [5.42, -1.75, -2.40], [4.98, -1.10, -0.80], [4.40, 1.60, -3.18], [5.63, 0.19, -3.42], [4.17, 0.35, -4.46], [1.80, -0.85, -4.98], [-0.77, 4.01, -5.24], [-1.82, 3.81, -3.73], [-2.09, 2.75, -5.23], [2.27, -1.50, 2.88], [0.82, -2.22, 2.11], [0.27, 0.68, 1.88], [-0.25, -0.39, 3.21], [2.05, -1.34, 5.16], [1.97, -0.04, 6.40], [3.44, -0.11, 5.37], [3.64, 1.64, 2.83], [3.36, 2.69, 4.33], [2.38, 3.02, 2.84], [-1.27, 1.86, 3.26], [-3.14, 3.24, 4.42], [-2.80, 4.12, 6.82], [-0.66, 3.58, 8.06], [1.25, 2.22, 6.95], [-7.62, -4.12, -0.85], [-6.58, -4.99, -0.39], [-6.17, -5.02, 0.98], [-5.29, -4.79, -1.32], [-4.73, -3.47, -1.43], [-3.99, -3.06, -0.17], [-6.96, -6.65, -0.89], [-5.50, -2.75, -1.69], [-4.02, -3.50, -2.26], [-4.68, -2.96, 0.67], [-3.50, -2.10, -0.31], [-3.24, -3.80, 0.11], [-7.24, -6.65, -1.94], [-7.79, -6.99, -0.27], [-6.09, -7.27, -0.72]], "lowdin_charge": [-0.076, -0.206, -0.242, -0.067, -0.255, 0.037, -0.301, -0.039, -0.069, -0.179, -0.374, 0.082, 0.115, -0.460, 0.170, 0.091, -0.589, 1.006, -0.744, -0.231, 1.065, -0.510, 0.061, -0.088, -0.457, 1.220, -0.437, 0.043, -0.142, -0.131, -0.238, 0.599, -0.176, -0.181, -0.229, -0.092, -0.085, -0.083, -0.085, -0.093, 0.073, 0.038, 0.082, 0.103, 0.062, 0.112, 0.025, 0.080, 0.085, 0.032, 0.082, 0.097, 0.031, 0.072, 0.070, 0.121, 0.055, 0.053, 0.057, 0.108, 0.130, 0.067, 0.099, 0.035, 0.031, 0.040, 0.033, 0.045, 0.018, 0.079, 0.095, 0.094, 0.091, 0.087, -0.280, 0.584, -0.281, -0.264, -0.248, -0.075, -0.126, 0.118, 0.124, 0.071, 0.049, 0.091, 0.073, 0.075, 0.074]}

***

Entry 3:
{"formula": "C3H4I2", "method": "wB97M-V/def2-TZVPD", "e_above_lowest_kcal_mol": 16.4, "charge": 0, "energy_ev": -19375.2607, "homo_ev": -9.3, "orbital_gap_ha": 0.34028, "species": ["C", "C", "C", "I", "I", "H", "H", "H", "H"], "coordinates": [[0.54, -0.02, 0.75], [0.47, -0.03, -0.71], [-0.76, 0.09, 0.10], [-1.92, -1.73, 0.00], [-1.95, 1.83, 0.00], [1.08, -0.84, 1.30], [1.07, 0.84, 1.24], [0.96, 0.82, -1.29], [0.52, -0.96, -1.39]], "lowdin_charge": [-0.308, -0.337, -1.357, 0.759, 0.777, 0.119, 0.123, 0.121, 0.104]}

***

Entry 4:
{"formula": "CH3NO2S2", "method": "wB97M-V/def2-TZVPD", "e_above_lowest_kcal_mol": 108.2, "charge": 0, "energy_ev": -28335.7284, "homo_ev": -8.7, "orbital_gap_ha": 0.27289, "species": ["C", "N", "O", "O", "S", "S", "H", "H", "H"], "coordinates": [[0.47, 0.64, -0.85], [-0.76, 0.54, -0.55], [-1.16, 0.78, 0.62], [-1.56, -0.01, -1.48], [1.37, -1.41, 1.91], [1.92, 0.96, -1.23], [0.29, -0.56, 1.82], [-2.40, -0.03, -0.91], [1.84, -0.92, 0.67]], "lowdin_charge": [-0.619, -0.433, -0.063, 0.084, 0.450, 0.871, -0.221, 0.169, -0.238]}

***

Which of these has the highest charge?
C10H13N2

***

Look up the charge of the second one.
0

***

charge of number 3 (C3H4I2)?
0